Entry from OMol25: a molecular structure, C62H39AsCl4CuN4 (ωB97M-V/def2-TZVPD).

```
111
Properties=species:S:1:pos:R:3
Cu -0.1729 0.9520 0.7722
Cl -1.2686 -0.7274 6.9324
C -1.6980 -0.4403 5.2830
C -1.5155 -1.4503 4.3432
C -1.8736 -1.2291 3.0345
C -2.4006 0.0162 2.6202
C -2.5539 1.0299 3.5983
C -2.2136 0.7997 4.9110
C -2.7927 0.2279 1.2874
C -2.3760 -0.5679 0.1081
C -3.1803 -0.9454 -1.0079
C -2.3566 -0.9603 -2.0981
C -1.0573 -0.5769 -1.6337
C 0.0713 -0.2957 -2.3918
C 0.0749 -0.6223 -3.8354
C -0.3436 -1.8564 -4.3267
C -0.3480 -2.1108 -5.6878
C 0.0548 -1.1172 -6.5662
Cl 0.0165 -1.4180 -8.2706
C 0.4893 0.1148 -6.1016
C 0.5038 0.3533 -4.7384
C 1.3292 0.1680 -1.9084
N 1.7662 1.0863 -0.9423
C 3.1124 0.8649 -0.6633
C 3.5882 1.8277 0.2241
C 4.9536 2.0449 0.6783
C 6.0432 1.6714 -0.1140
C 7.3422 1.9031 0.3017
C 7.5677 2.5103 1.5270
Cl 9.1952 2.7796 2.0627
C 6.5059 2.9005 2.3270
C 5.2096 2.6658 1.9031
C 2.5170 2.7173 0.4054
C 2.3752 4.0817 0.6695
C 1.2430 4.5026 -0.0083
C 0.5965 3.4204 -0.6152
N 1.3753 2.2722 -0.2855
C -0.7120 3.5903 -1.2001
C -1.8343 2.9574 -0.6869
C -3.1939 2.8945 -1.1503
C -3.8492 2.0247 -0.3290
C -2.8921 1.5536 0.6243
N -1.7210 2.1684 0.4434
C -0.7938 4.5780 -2.2851
C -1.8931 5.4223 -2.4723
C -1.9708 6.2624 -3.5675
C -0.9278 6.2972 -4.4812
Cl -1.0322 7.3349 -5.8608
C 0.2000 5.5143 -4.2923
C 0.2582 4.6607 -3.2061
C 3.5524 -0.2094 -1.4558
C 2.4929 -0.5700 -2.2540
N -1.0934 -0.4336 -0.2632
H -1.0859 -2.3963 4.6466
H -1.7341 -1.9962 2.2838
H -2.9343 1.9953 3.2896
H -2.3427 1.5701 5.6591
H -4.2382 -1.1527 -0.9631
H -2.6193 -1.1839 -3.1194
H -0.6452 -2.6288 -3.6299
H -0.6618 -3.0731 -6.0687
H 0.8097 0.8765 -6.7991
H 0.8289 1.3135 -4.3589
H 5.8661 1.2208 -1.0815
H 8.1770 1.6217 -0.3256
H 6.6971 3.3766 3.2791
H 4.3793 2.9499 2.5378
H 3.0628 4.6849 1.2368
H 0.8333 5.5010 0.0011
H -3.6007 3.3830 -2.0195
H -4.8869 1.7355 -0.3869
H -2.6760 5.4462 -1.7274
H -2.8342 6.8973 -3.7129
H 1.0231 5.5699 -4.9916
H 1.1272 4.0297 -3.0729
H 4.5206 -0.6786 -1.4249
H 2.4777 -1.3868 -2.9584
C -0.1745 -7.6748 1.4815
C 0.7371 -7.5601 0.4441
C 1.1327 -6.3075 -0.0075
C 0.6240 -5.1519 0.5743
C -0.3162 -5.2818 1.5955
C -0.7086 -6.5286 2.0538
As 1.0784 -3.3224 -0.0053
C 1.6883 -2.7099 1.7536
C 2.3385 -3.5801 2.6295
C 2.7592 -3.1564 3.8791
C 2.5311 -1.8481 4.2819
C 1.8957 -0.9676 3.4221
C 1.4783 -1.3939 2.1679
C 2.8103 -3.7009 -0.8465
C 4.0483 -3.4038 -0.2894
C 5.2161 -3.6228 -1.0086
C 5.1613 -4.1341 -2.2965
C 3.9300 -4.4245 -2.8683
C 2.7670 -4.2012 -2.1485
H -0.4637 -8.6502 1.8514
H 1.1492 -8.4488 -0.0176
H 1.8534 -6.2385 -0.8119
H -0.7419 -4.3899 2.0422
H -1.4326 -6.6050 2.8554
H 2.5091 -4.6077 2.3286
H 3.2668 -3.8465 4.5413
H 2.8484 -1.5162 5.2622
H 1.7132 0.0527 3.7377
H 0.9862 -0.6508 1.5227
H 4.1094 -2.9888 0.7087
H 6.1729 -3.3875 -0.5587
H 6.0729 -4.2984 -2.8566
H 3.8814 -4.8158 -3.8770
H 1.8024 -4.4088 -2.6024
```

As for the net charge: 0. Its HOMO energy (alpha / beta) is -0.2299 / -0.2301 Eh. For the largest force on an atom, the calculation gives 0.0185 Eh/bohr. The frontier orbital gap (alpha / beta) comes out at 0.184 / 0.183 Ha. As for the spin multiplicity: 2.

Mulliken population analysis, charges in e, atoms 1 to 4:
1. Cu -0.285
2. Cl -0.235
3. C 0.363
4. C -0.726

Entry from OMol25: 6 unconnected molecules or ions with the total composition C24H30N6 in a non-equilibrium geometry (ωB97M-V/def2-TZVPD).

```
60
Properties=species:S:1:pos:R:3
C -1.4094 0.4420 -0.3947
C -0.5324 0.4717 -1.4745
C 0.3636 -0.5705 -1.4115
N 0.0100 -1.2156 -0.2419
C -1.0630 -0.6230 0.3589
H -2.1753 1.1461 -0.1050
H -0.4268 1.3325 -2.1182
H 1.2662 -0.7910 -1.9621
H 0.4241 -2.0872 0.0562
H -1.4814 -0.9851 1.2864
C 3.2902 -2.8139 -0.8214
C 2.0134 -2.4912 -0.4591
C 2.0080 -1.6128 0.6580
N 3.3303 -1.5770 1.0704
C 4.0240 -2.3444 0.2178
H 3.6022 -3.4411 -1.6434
H 1.2021 -2.6600 -1.1516
H 1.2616 -1.0332 1.1808
H 3.7013 -1.1148 1.8883
H 5.0737 -2.5268 0.3941
C 3.3973 1.5845 -3.3114
C 4.1390 2.7074 -3.3264
C 3.4253 3.6260 -2.6302
N 2.2851 3.0835 -2.1175
C 2.2162 1.7965 -2.5720
H 3.6279 0.7252 -3.9238
H 5.1359 2.8425 -3.7193
H 3.6270 4.6370 -2.3082
H 1.5359 3.5611 -1.6370
H 1.3518 1.1592 -2.4576
C -3.0679 1.9220 2.1932
C -4.3618 2.0914 2.5882
C -4.4699 2.3263 3.9875
N -3.1558 2.5276 4.4089
C -2.3238 2.1260 3.3773
H -2.7563 1.7486 1.1738
H -5.1836 1.9598 1.8999
H -5.3381 2.4412 4.6195
H -2.8661 2.6760 5.3650
H -1.2566 2.2349 3.5026
C 0.8427 -0.7791 -4.7332
C 0.6287 -1.7144 -3.8006
C 1.8164 -2.0778 -3.2100
N 2.7657 -1.1969 -3.7229
C 2.1831 -0.4331 -4.6974
H 0.1006 -0.3505 -5.3905
H -0.3543 -2.0533 -3.5087
H 2.1101 -2.8852 -2.5556
H 3.7135 -1.2574 -3.3793
H 2.7807 0.2904 -5.2322
C -3.1067 -2.1322 4.0140
C -3.9733 -1.5859 5.0207
C -4.4320 -0.4219 4.5567
N -3.9137 -0.1670 3.3268
C -3.0330 -1.1917 2.9818
H -2.4687 -3.0002 4.0905
H -4.2640 -2.0569 5.9481
H -5.1510 0.2678 4.9735
H -4.1736 0.6811 2.8437
H -2.5148 -1.2170 2.0345
```

As for the net charge: 0. Its HOMO energy is -0.2718 Eh. For the largest force on an atom, the calculation gives 0.0871 Eh/bohr. The frontier orbital gap comes out at 0.294 Ha. The structure (SMILES) is c1cc[nH]c1.c1cc[nH]c1.c1cc[nH]c1.c1cc[nH]c1.c1cc[nH]c1.c1cc[nH]c1.

Mulliken population analysis, charges in e, atoms 1 to 4:
1. C -0.885
2. C -1.176
3. C 0.561
4. N -0.244

Entry from OMol25: C6H10N2O2 in the gas phase in a non-equilibrium geometry (ωB97M-V/def2-TZVPD).

```
20
Properties=species:S:1:pos:R:3
C 0.4419 -1.5631 -2.5100
O -0.4647 -0.7010 -1.8865
C -0.2651 -0.3298 -0.5644
C -1.0719 0.5399 0.1058
C -2.1988 1.2722 -0.5228
N -0.4789 0.9939 1.2494
N 0.7684 0.3155 1.3293
C 1.7005 0.3384 2.3946
C 0.8875 -0.5754 0.3025
O 1.8677 -1.3142 0.2326
H -0.0999 -2.0963 -3.2059
H 0.8173 -2.4854 -1.9503
H 1.2110 -0.9699 -2.8373
H -3.3040 0.8956 -0.1493
H -2.2543 1.1963 -1.5256
H -2.3233 2.2683 -0.2520
H -0.9700 0.9518 2.0961
H 2.0991 1.3004 2.3097
H 1.2794 0.3252 3.3813
H 2.3581 -0.3626 2.0025
```

As for the net charge: 0. Its HOMO energy is -0.2966 Eh. For the largest force on an atom, the calculation gives 0.1142 Eh/bohr. The frontier orbital gap comes out at 0.326 Ha. The structure (SMILES) is COc1c(C)[nH]n(C)c1=O.

Mulliken population analysis, charges in e, atoms 1 to 4:
1. C -0.800
2. O -0.487
3. C 0.333
4. C 0.561

Entry from OMol25: C2H6N6 in the gas phase in a non-equilibrium geometry (ωB97M-V/def2-TZVPD).

```
14
Properties=species:S:1:pos:R:3
H -1.5162 2.5375 -0.2965
N -0.7526 2.0491 -0.0230
C -1.1021 0.7676 0.0341
N -2.4373 -0.1134 -0.0521
N -2.1565 -1.3666 -0.0431
N -0.7737 -1.5375 -0.1027
N -0.1625 -0.3174 0.1861
N 1.1551 -0.0957 0.7041
C 2.1785 -0.3267 -0.3572
H -3.4712 0.2176 0.5367
H 1.3152 -1.0237 1.2571
H 3.3053 0.1244 -0.0234
H 2.3161 -1.4098 -0.7253
H 2.1019 0.4945 -1.0948
```

As for the net charge: 0. Its HOMO energy is -0.3057 Eh. For the largest force on an atom, the calculation gives 0.1230 Eh/bohr. The frontier orbital gap comes out at 0.320 Ha. The structure (SMILES) is [H]/N=c1\[nH]nnn1NC.

Mulliken population analysis, charges in e, atoms 1 to 4:
1. H 0.230
2. N -0.615
3. C 0.229
4. N -0.016

Entry from OMol25: a molecular structure, C33H33O3P3PdS3 in a non-equilibrium geometry (ωB97M-V/def2-TZVPD).

```
76
Properties=species:S:1:pos:R:3
Pd 1.3677 -0.1782 0.5765
O -0.7539 0.3126 1.9700
S -0.1165 -0.3993 3.0725
O -0.7852 -0.1837 4.3492
O 1.3337 -0.2528 3.1612
C -0.4080 -2.1658 2.7478
C -0.6767 -2.9252 3.8913
C -0.9946 -4.2680 3.8018
C -1.0767 -4.8752 2.5554
C -0.8056 -4.1304 1.4220
C -0.4408 -2.7813 1.4840
P 0.0728 -1.9056 -0.0980
C -1.5126 -1.9139 -1.0205
C -1.4778 -1.5441 -2.3687
C -2.6481 -1.3458 -3.0851
C -3.8802 -1.4827 -2.4578
C -3.9279 -1.8098 -1.1120
C -2.7526 -2.0193 -0.3976
C 0.9672 -3.3579 -0.8386
C 2.1892 -3.6896 -0.2513
C 2.9283 -4.7702 -0.7014
C 2.4762 -5.5325 -1.7757
C 1.2730 -5.2043 -2.3786
C 0.5203 -4.1316 -1.9051
H -0.6587 -2.4182 4.8456
H -1.2016 -4.8357 4.7025
H -1.3414 -5.9229 2.4676
H -0.8596 -4.6098 0.4505
H -0.5203 -1.3676 -2.8472
H -2.5962 -1.0471 -4.1248
H -4.7956 -1.3014 -3.0085
H -4.8827 -1.8867 -0.6051
H -2.8025 -2.2539 0.6587
H 2.5500 -3.0632 0.5589
H 3.8684 -5.0156 -0.2199
H 3.0623 -6.3680 -2.1405
H 0.9090 -5.7847 -3.2189
H -0.4285 -3.9045 -2.3745
C 4.7387 -0.9296 -0.5158
P 3.5898 0.2777 0.2692
C 4.0993 1.7567 -0.6868
C 4.5400 0.5875 1.8155
H 5.7787 -0.5875 -0.4651
H 4.4529 -1.0580 -1.5620
H 4.6547 -1.9028 -0.0290
H 5.1890 1.8719 -0.6871
H 3.6242 2.6408 -0.2608
H 3.7297 1.6702 -1.7091
H 5.5523 0.9612 1.6207
H 4.5927 -0.3389 2.3905
H 3.9857 1.3063 2.4196
S -0.8480 3.9610 -3.5968
P -0.6074 3.3658 -1.7011
S 0.6772 1.9368 -1.2104
C -2.2578 2.9144 -1.0284
C -3.3371 3.7907 -1.1583
C -4.5830 3.4478 -0.6586
C -4.7654 2.2192 -0.0252
C -3.6984 1.3461 0.1063
C -2.4453 1.6922 -0.3959
C -0.2137 4.8434 -0.6706
C 0.3776 5.9741 -1.2200
C 0.7063 7.0597 -0.4150
C 0.4432 7.0248 0.9480
C -0.1344 5.8893 1.5069
C -0.4536 4.8045 0.7021
H -3.1889 4.7381 -1.6645
H -5.4162 4.1342 -0.7631
H -5.7400 1.9514 0.3685
H -3.8215 0.3966 0.6127
H -1.5994 1.0293 -0.2668
H 0.5591 5.9920 -2.2887
H 1.1663 7.9375 -0.8558
H 0.6855 7.8766 1.5737
H -0.3287 5.8440 2.5720
H -0.8779 3.9087 1.1432
```

As for the net charge: -2. Its HOMO energy is -0.0448 Eh. For the largest force on an atom, the calculation gives 0.0274 Eh/bohr. The frontier orbital gap comes out at 0.206 Ha.

Mulliken population analysis, charges in e, atoms 1 to 4:
1. Pd -1.052
2. O -0.428
3. S 1.296
4. O -0.813

Entry from OMol25: 3 unconnected molecules or ions with the total composition C4H12O3 in a non-equilibrium geometry (ωB97M-V/def2-TZVPD).

```
19
Properties=species:S:1:pos:R:3
C -2.1508 -0.6581 1.7600
C -0.8332 -0.1952 1.1405
C 0.3745 -0.9882 1.6412
C -0.5619 1.2903 1.3069
O 0.2125 1.8852 0.6111
H -2.5928 -1.4656 1.1944
H -2.9459 0.0970 1.7140
H -2.0919 -0.9161 2.8269
H -0.9638 -0.3620 0.0698
H 1.1751 -0.9719 0.9109
H 0.1070 -2.0172 1.8384
H 0.7834 -0.6214 2.5854
H -1.1435 1.7563 2.1314
O 1.8190 -0.2980 -5.2121
H 2.6688 -0.2710 -5.6739
H 2.0252 0.1614 -4.3836
O 1.4610 1.1495 -1.8954
H 1.8896 1.6773 -1.2084
H 0.7679 0.7477 -1.3575
```

As for the net charge: 0. Its HOMO energy is -0.3772 Eh. For the largest force on an atom, the calculation gives 0.0216 Eh/bohr. The frontier orbital gap comes out at 0.404 Ha. The structure (SMILES) is CC(C)C=O.O.O.

Mulliken population analysis, charges in e, atoms 1 to 4:
1. C -1.636
2. C 0.895
3. C -1.381
4. C -0.160